Molecular formula: C9H6F3NO
Method: DFT, wB97M-V/def2-TZVPD

Structure (XYZ):
```
20
Properties=species:S:1:pos:R:3:forces:R:3
C -1.6742 -2.2722 -0.8094 1.6 2.1 0.0
C -0.8667 -2.1724 -2.0053 2.6 2.0 0.4
C -1.3742 -1.4639 0.2882 -2.8 -4.4 -0.6
C 0.1754 -1.2307 -2.0843 -1.9 -4.0 -2.0
C 0.2697 -0.1352 1.4608 -5.8 -3.5 -0.8
C -0.2747 -0.6439 0.2510 2.8 3.9 2.4
C 0.3453 -0.3045 -1.0429 1.4 1.4 1.3
C 1.5695 1.7348 1.1276 -1.4 -0.5 -3.8
C 0.6018 2.8976 1.0831 -2.8 -0.2 1.6
N 1.1289 0.6725 -1.2889 0.2 1.1 1.9
O 1.3026 0.5629 1.7097 3.3 1.9 1.6
F -0.7976 2.5789 0.9795 2.7 -0.1 -0.5
F 0.5425 3.6502 2.2554 0.9 -0.7 -0.8
F 0.9568 3.7040 0.1187 -0.1 0.2 -0.3
H -2.3737 -3.0439 -0.8645 -1.4 -0.9 0.7
H -0.8411 -2.9144 -2.7964 -0.6 0.0 0.2
H -1.9112 -1.7628 1.2273 0.7 0.8 -0.8
H 0.9129 -1.3959 -2.8963 -0.6 0.9 0.6
H -0.2813 -0.4274 2.4283 0.9 0.1 -1.5
H 2.5890 1.9662 0.8583 0.1 -0.1 0.5
```
Positions in Å, forces in eV/Å.

Values from the calculation:
Net charge: 0
E_LUMO (spin up / spin down), eV: -1.605 / -1.605
DFT total energy, eV: -21113.5988
Frontier orbital gap (spin up / spin down), eV: 6.39 / 6.41
Energy above the lowest of the compared OMol25 structures with the same formula, charge and spin, kcal per mole: 64.33

---

Molecular formula: CH25O15
Method: DFT, wB97M-V/def2-TZVPD

Structure (XYZ):
```
41
Properties=species:S:1:pos:R:3:forces:R:3
C 0.3335 -0.3279 0.2918 0.8 -2.0 -0.1
O 1.2553 0.3871 -0.0918 0.7 2.0 -0.4
O -0.9429 0.0359 0.1091 -1.4 1.0 -0.3
O 0.5338 -1.4740 0.7372 -0.8 0.5 0.4
H -1.0419 0.9274 -0.3039 0.5 -0.9 0.3
O -1.1213 -3.4806 0.9953 -1.9 0.7 -0.2
H -0.7525 -2.7181 0.5316 0.1 0.2 0.3
H -0.4222 -4.0887 0.9815 1.5 -1.4 0.1
O -0.2560 -0.9011 3.3190 -0.5 2.3 2.1
H -0.0064 -1.1317 2.4574 0.6 -1.4 -2.2
H -0.2077 0.0809 3.2515 -0.2 -1.0 0.5
O -0.8809 3.4070 1.4228 0.9 1.0 -0.1
H -0.2533 4.0014 0.9620 -0.2 -0.4 0.8
H -1.3080 3.0042 0.6718 -0.5 -0.5 -0.1
O 1.9473 -2.7434 -1.0881 0.7 -0.8 -0.9
H 1.6460 -2.0149 -0.5323 -0.5 -0.4 0.1
H 1.2985 -3.4586 -1.1370 -0.2 0.8 0.2
O 0.3815 1.2605 -2.4647 -0.3 -1.1 -1.7
H 0.7440 1.0292 -1.6257 0.9 -0.4 1.5
H 0.1282 2.1533 -2.4188 -0.2 1.7 0.0
O 3.2823 -0.2624 1.8263 -0.5 1.4 0.7
H 3.1179 0.5195 2.3926 0.6 -0.7 -0.1
H 2.5152 -0.1602 1.2399 0.2 -0.5 -0.5
O -2.0336 2.4907 -0.8739 0.2 2.0 -1.5
H -2.9809 2.6670 -0.9669 -0.1 -0.3 0.2
H -1.6554 3.2658 -1.3962 -0.4 -1.4 1.0
O -2.3377 0.9408 -3.2508 0.5 1.0 -1.1
H -2.0221 1.4741 -2.5237 0.5 -0.1 0.1
H -2.9579 0.3884 -2.8343 -1.4 -1.3 0.7
O -1.0176 -1.9810 -2.3850 -1.4 -0.2 -0.6
H -1.9600 -1.8543 -2.6804 1.6 -0.1 0.6
H -0.8810 -1.3862 -1.6392 -0.2 0.1 -0.1
O 3.4465 -2.9038 1.2098 1.7 -1.1 0.7
H 3.5117 -2.0647 1.6716 -0.7 0.2 -0.1
H 2.6142 -3.0616 0.7868 -0.5 0.5 -0.3
O -3.4499 0.1378 1.5445 -0.7 0.0 0.2
H -2.6489 -0.0419 1.0429 0.3 0.1 0.0
H -3.7133 1.0561 1.4223 0.4 -0.2 -0.1
O 2.8213 2.5687 0.0384 -1.0 0.4 2.6
H 2.2235 1.8085 0.1423 0.0 0.1 0.4
H 3.0508 2.4508 -0.8357 1.2 -0.1 -3.1
```
Positions in Å, forces in eV/Å.

Values from the calculation:
Net charge: -1
E_LUMO, eV: 1.290
DFT total energy, eV: -32158.2075
Frontier orbital gap, eV: 8.12
Energy above the lowest of the compared OMol25 structures with the same formula, charge and spin, kcal per mole: 64.09

---

Molecular formula: CH6N4OS2
Method: DFT, wB97M-V/def2-TZVPD

Structure (XYZ):
```
14
Properties=species:S:1:pos:R:3:forces:R:3
C 0.5240 1.6542 -0.6708 -0.5 1.9 -1.1
N -0.5469 -1.1354 1.6874 -1.0 0.8 -0.5
N 0.6048 0.4752 -0.3921 1.0 0.2 2.5
N -0.0036 -2.0994 -0.9942 0.7 -2.9 -2.5
N 0.4742 2.8930 -0.1621 1.6 -0.8 0.3
O -0.4180 1.3505 1.9715 -0.3 1.5 0.1
S 0.1076 2.8038 -1.9255 -0.6 0.6 -0.1
S 0.3258 0.1319 1.7638 -1.1 -2.5 0.6
H -1.5807 -0.9914 1.3908 2.2 0.1 0.8
H 0.9457 -2.5246 -0.9313 -0.3 0.6 -0.4
H 0.3796 -0.3308 -0.9008 -0.4 -1.5 -1.6
H -0.2799 -2.3355 -0.0947 -0.9 0.4 2.8
H -0.5066 -2.9083 -1.4598 0.6 1.4 -0.2
H -0.0260 3.0169 0.7179 -0.9 0.2 -0.5
```
Positions in Å, forces in eV/Å.

Values from the calculation:
Net charge: 0
E_LUMO, eV: -0.131
DFT total energy, eV: -30809.1160
Frontier orbital gap, eV: 9.06
Energy above the lowest of the compared OMol25 structures with the same formula, charge and spin, kcal per mole: 44.89

---

Molecular formula: C3H6N2O2S
Method: DFT, wB97M-V/def2-TZVPD

Structure (XYZ):
```
14
Properties=species:S:1:pos:R:3:forces:R:3
C 1.5606 -0.7288 0.4024 1.3 2.8 1.2
N 0.1501 -0.8388 0.1155 0.5 1.3 -0.9
O -0.4112 -1.6152 1.0832 -2.7 -3.6 -0.4
C -0.6221 0.3201 -0.1459 0.8 0.0 -0.5
C -2.0617 0.0955 -0.4360 -0.4 -1.9 0.3
O -2.5085 -1.0107 -0.6510 0.1 0.4 0.0
N -0.2825 1.5061 -0.4803 -0.9 -0.8 0.4
S 1.2218 2.1374 -0.6109 0.3 1.9 -0.2
H 2.0632 -0.3214 -0.4827 0.1 -0.7 0.0
H 1.8042 0.1514 1.1884 -0.6 -2.3 -1.1
H 1.9903 -1.6902 0.7447 -0.5 0.7 -0.4
H -0.9130 -2.3868 0.5561 1.5 2.5 1.7
H -2.7081 0.9525 -0.4918 -0.1 0.9 0.0
H 0.7170 3.4290 -0.7917 0.7 -1.1 0.0
```
Positions in Å, forces in eV/Å.

Values from the calculation:
Net charge: 0
E_LUMO, eV: 0.054
DFT total energy, eV: -21115.1037
Frontier orbital gap, eV: 8.55
Energy above the lowest of the compared OMol25 structures with the same formula, charge and spin, kcal per mole: 109.44

---

Molecular formula: CHF3
Method: DFT, wB97M-V/def2-TZVPD

Structure (XYZ):
```
5
Properties=species:S:1:pos:R:3:forces:R:3
F -0.8212 -0.9456 -0.1176 0.1 -1.0 -0.7
C 0.0176 -0.0276 0.2978 0.4 1.0 2.7
F 1.2765 -0.1765 -0.1325 -0.4 -0.3 -1.0
F -0.4800 1.1462 -0.1056 0.4 0.2 -0.2
H 0.1165 -0.0512 1.4148 -0.5 0.1 -0.8
```
Positions in Å, forces in eV/Å.

Values from the calculation:
Net charge: 0
E_LUMO, eV: 1.092
DFT total energy, eV: -9205.7985
Frontier orbital gap, eV: 14.60
Energy above the lowest of the compared OMol25 structures with the same formula, charge and spin, kcal per mole: 3.03

---

Molecular formula: C5H11O2
Method: DFT, wB97M-V/def2-TZVPD

Structure (XYZ):
```
18
Properties=species:S:1:pos:R:3:forces:R:3
O 3.2939 -0.2702 -0.3150 0.0 -0.1 -1.3
C 2.2302 -0.0819 0.3841 -1.4 -0.4 3.4
C 0.8507 -0.8177 0.0375 1.7 -1.3 -1.3
C -0.5115 -0.6653 0.8200 1.6 -0.4 -1.4
C -1.2487 0.6614 0.5322 2.3 -0.9 -0.1
C -1.3645 0.9829 -0.9505 1.2 3.0 0.7
O -1.7001 0.0493 -1.8972 -0.8 -1.0 -0.6
H 1.9109 1.0782 0.5341 0.4 -1.5 0.3
H 2.3338 -0.7033 1.4547 0.0 1.9 -0.5
H 1.1452 -1.9778 0.0853 -0.7 2.3 -0.4
H 0.7828 -0.5088 -1.0399 -0.7 -0.7 0.5
H -0.9303 -1.5669 0.3193 -1.0 0.5 1.2
H -0.3400 -0.7817 1.9126 -0.2 -0.3 -0.7
H -0.4619 1.4090 0.8218 -1.2 -0.3 0.5
H -2.1415 0.6985 1.1255 -0.6 0.3 0.1
H -0.3628 1.4991 -1.1639 -1.1 -0.9 -0.3
H -2.0886 1.8163 -1.0243 0.1 -0.3 -0.2
H -1.3975 -0.8214 -1.6364 0.4 -0.1 0.1
```
Positions in Å, forces in eV/Å.

Values from the calculation:
Net charge: -1
E_LUMO, eV: 3.640
DFT total energy, eV: -9456.1527
Frontier orbital gap, eV: 5.98
Energy above the lowest of the compared OMol25 structures with the same formula, charge and spin, kcal per mole: 89.39